Density functional theory data (ωB97M-V with the def2-TZVPD basis set) for an isolated molecule of C3H8N2O.

Structure (XYZ):
```
14
Properties=species:S:1:pos:R:3:forces:R:3
C 0.814015 1.656801 -2.014300 0.2 -0.5 0.1
N 0.053695 1.340309 -0.629707 -0.1 0.2 0.1
C -0.387808 -0.020447 -0.226840 -0.1 -0.2 -0.2
O -1.061580 -0.668574 -0.987228 0.2 0.3 0.3
N -0.046034 -0.409088 1.027914 0.1 0.1 -0.2
C -0.439496 -1.730527 1.504755 0.0 -0.1 0.0
H 1.862093 1.414801 -1.778542 -0.1 -0.1 0.1
H -0.782400 1.877904 -0.834498 -0.2 -0.1 0.3
H 0.444799 0.820080 -2.631514 0.1 0.3 0.0
H 0.553993 1.827706 0.113422 -0.1 0.0 -0.2
H 0.639842 0.099246 1.564745 -0.1 0.0 -0.2
H 0.173347 -2.525815 1.066266 0.0 0.2 0.1
H -0.344458 -1.758951 2.593694 0.0 0.0 -0.2
H -1.480009 -1.923445 1.231833 0.2 0.1 0.0
```
Forces are in eV/Å.

## Properties
ΔE to the lowest compared entry with this formula, charge and spin: 367.6 kJ/mol
charge: 0
Kohn-Sham gap: 7.19 eV
electronic energy: -8265.5159 eV

Density functional theory data (ωB97M-V with the def2-TZVPD basis set) for an isolated molecule of C11H18N2OS.

Structure (XYZ):
```
33
Properties=species:S:1:pos:R:3:forces:R:3
C 1.891621 1.812998 -0.889335 0.0 -0.1 0.3
H 0.856473 2.114216 -0.750733 -0.2 0.1 -0.1
H 2.474806 2.699090 -1.129874 0.0 0.1 -0.1
H 1.948633 1.119848 -1.723804 0.0 0.0 -0.1
C 2.448232 1.146704 0.365766 0.1 -0.4 -0.1
C 3.933845 0.842237 0.184264 -0.2 0.1 0.1
H 4.481252 1.750901 -0.054695 0.1 0.1 0.0
H 4.062478 0.129667 -0.625520 0.1 -0.1 -0.1
H 4.353412 0.415042 1.092530 0.1 -0.1 0.1
H 2.328195 1.825186 1.218618 0.0 -0.1 0.0
C 1.690101 -0.148921 0.705081 0.1 0.3 0.5
C 0.208709 0.092185 1.078791 0.1 -0.1 -0.3
H -0.030006 -0.439954 2.001556 0.0 0.0 0.1
H 0.030529 1.153955 1.250464 0.0 0.0 0.1
C -0.691797 -0.424483 -0.042301 0.0 -0.1 0.2
C -2.143134 -0.139132 0.177443 0.0 0.1 0.6
C -2.788164 -0.039742 1.365332 -0.1 0.1 0.0
S -4.478083 0.269889 1.130412 0.3 -0.1 -0.6
C -4.165518 0.233916 -0.607929 -0.2 0.0 1.1
N -2.939175 0.021732 -0.922452 0.0 0.0 -0.9
N -5.185126 0.357982 -1.493434 -0.4 0.1 -0.3
H -6.026740 0.806882 -1.174160 0.1 0.0 -0.1
H -4.912308 0.535818 -2.446386 0.0 0.0 0.0
H -2.402259 -0.120370 2.359709 0.2 0.0 0.2
C -0.458588 -1.935300 -0.193751 0.2 0.2 -0.2
C 1.060504 -2.203072 -0.228168 -0.1 -0.4 0.0
O 1.805664 -1.025346 -0.400432 0.2 0.3 -0.1
H 1.328455 -2.841538 -1.072496 0.0 0.0 0.1
H 1.378449 -2.704388 0.700022 0.0 0.0 -0.1
H -0.914558 -2.461121 0.647292 -0.1 0.0 0.0
H -0.936426 -2.281520 -1.109809 0.0 0.0 0.0
H -0.405052 0.054832 -0.982320 -0.1 0.0 0.1
H 2.195579 -0.618180 1.570312 0.0 0.0 -0.2
```
Forces are in eV/Å.

## Properties
ΔE to the lowest compared entry with this formula, charge and spin: 5.6 kJ/mol
charge: 0
Kohn-Sham gap: 8.73 eV
electronic energy: -27562.3293 eV

Density functional theory data (ωB97M-V with the def2-TZVPD basis set) for the ion C5H10N3O with charge +1.

Structure (XYZ):
```
19
Properties=species:S:1:pos:R:3:forces:R:3
C 2.023307 0.242842 0.784201 -1.0 -2.5 1.7
C 1.346701 -0.793639 1.637013 0.2 -0.2 1.2
C 0.033269 -0.849872 0.963232 -0.3 0.3 -1.0
C -0.257847 2.167976 -0.731950 4.9 7.0 -0.3
C -0.655126 -0.058948 -1.395675 0.5 2.2 2.0
N -1.040204 1.177815 -0.750470 -5.7 -6.4 0.0
N 1.589742 0.113349 -0.479567 1.5 1.3 -3.4
N 0.496215 -0.674440 -0.523390 -2.8 -2.8 1.4
O 2.875800 0.949517 1.165126 2.4 2.5 0.2
H 1.893325 -1.718143 1.586144 0.3 -0.6 -0.2
H 1.405401 -0.478590 2.680182 -0.5 0.0 -0.2
H -0.679044 -1.652750 1.082841 0.2 -0.4 0.0
H -0.460909 0.099804 1.085420 -0.4 0.1 0.5
H 0.379250 2.298761 -1.635500 -0.3 0.1 0.9
H -0.342963 3.023218 -0.008295 -0.2 -1.2 -1.0
H -1.425498 -0.780398 -1.501489 -0.7 -0.6 0.2
H -0.089525 0.033665 -2.281673 0.1 0.9 -1.5
H -1.887421 1.174010 -0.132050 1.1 -0.2 -1.2
H 0.640737 -1.587352 -1.017191 0.7 0.5 0.6
```
Forces are in eV/Å.

## Properties
ΔE to the lowest compared entry with this formula, charge and spin: 241.5 kJ/mol
multiplicity: 3
charge: +1
Kohn-Sham gap (spin up / spin down): 7.01 / 7.29 eV
electronic energy: -11852.2543 eV

Density functional theory data (ωB97M-V with the def2-TZVPD basis set) for a cluster of 2 separate species, C8H5F3N2 in total.

Structure (XYZ):
```
18
Properties=species:S:1:pos:R:3:forces:R:3
C 0.423246 1.146474 2.491684 1.1 2.1 0.4
C 0.886089 -1.664893 -1.559225 0.4 1.0 1.4
C 1.670514 -0.611241 -1.118574 -2.1 -0.8 0.9
C -0.185993 -2.136013 -0.881259 -0.7 1.3 1.6
C 1.344870 0.058635 0.014589 -0.2 -0.5 -0.3
C -0.574640 -1.461290 0.279080 3.6 1.2 -2.5
C 0.199239 -0.339803 0.740735 -0.4 -0.8 -0.6
C -1.957596 2.168727 0.055096 2.7 -0.5 0.6
N 0.934101 2.038661 3.049353 0.0 -0.4 0.2
N -0.238095 0.291152 1.828739 -1.5 -1.4 0.3
F -2.237874 1.158678 -0.769117 0.0 1.3 0.0
F -0.930298 2.986075 -0.338372 -1.5 -1.2 -0.2
F -2.953925 2.857776 0.473047 -1.2 0.4 -0.3
H 1.192480 -2.199389 -2.347363 1.1 -1.7 -3.2
H 2.483661 -0.317278 -1.650773 2.3 0.7 -1.5
H -0.728003 -2.963051 -1.262585 -0.5 -0.7 -0.1
H 2.021610 0.844028 0.232338 0.0 0.9 1.0
H -1.349387 -1.857248 0.762607 -3.1 -0.9 2.4
```
Forces are in eV/Å.

## Properties
ΔE to the lowest compared entry with this formula, charge and spin: 299.3 kJ/mol
charge: 0
Kohn-Sham gap (spin up / spin down): 8.86 / 6.98 eV
electronic energy: -19505.3450 eV

Density functional theory data (ωB97M-V with the def2-TZVPD basis set) for a structure of composition C24H33ClN7SV.

Structure (XYZ):
```
67
Properties=species:S:1:pos:R:3:forces:R:3
V 0.558043 1.125801 -0.752369 0.5 0.9 -1.4
C -0.023057 3.291901 2.945731 0.2 -0.1 -0.4
C 0.546743 2.592701 1.736831 0.2 0.3 1.0
N 0.001243 2.632701 0.530031 0.4 -0.8 -0.5
N -1.086257 3.372701 0.249931 -1.5 1.0 -0.3
C -1.525457 3.431801 -1.021169 0.1 0.3 0.3
N -2.594257 4.255401 -1.300569 0.3 -0.3 0.3
S -0.718857 2.597301 -2.235569 -0.1 0.1 0.0
C 1.726043 1.810301 1.802831 0.2 0.2 0.4
C 2.594443 1.821501 2.918931 -0.1 0.0 -0.1
C 3.762043 1.107401 2.885031 -0.1 0.0 -0.1
C 4.051543 0.350501 1.744331 -0.1 0.0 -0.1
C 3.141143 0.355201 0.706631 0.9 -0.4 0.0
N 2.023143 1.064201 0.693731 0.0 0.4 0.6
H -1.107357 3.407301 2.867231 0.0 0.0 0.1
H 0.414843 4.284401 3.088331 -0.1 0.0 0.0
H 0.176443 2.699601 3.836931 0.0 0.0 0.0
H -1.520957 3.963001 0.962431 0.3 -0.3 -0.3
H -3.266357 4.422101 -0.565569 0.0 0.0 -0.1
H -2.996257 4.091401 -2.210369 0.0 0.0 0.1
H 2.345743 2.416201 3.783231 0.0 0.1 0.1
H 4.452143 1.135501 3.717031 0.0 0.0 0.0
H 4.961943 -0.222699 1.674331 0.0 -0.1 -0.1
H 3.340143 -0.247599 -0.172269 -0.1 0.1 0.0
Cl 0.880543 -4.134899 -5.727369 -0.1 -0.3 -0.2
C 1.116543 -2.739399 -4.727969 0.0 0.2 0.1
C 1.727643 -2.874099 -3.490569 0.0 -0.1 -0.2
C 1.954843 -1.752699 -2.721669 -0.1 0.2 0.0
C 1.580143 -0.472999 -3.152469 0.1 -0.4 -0.5
C 1.872843 0.719101 -2.361869 0.3 0.7 0.2
C 0.944943 -0.380499 -4.397269 0.2 -0.1 0.2
C 0.709143 -1.495499 -5.180069 0.1 -0.1 0.0
H 2.036543 -3.849799 -3.146469 0.0 -0.1 0.0
H 2.421243 -1.865399 -1.751369 0.1 0.0 0.1
H 1.817143 1.608201 -3.002069 0.2 0.0 0.0
H 2.883043 0.658601 -1.948469 0.1 0.1 -0.1
H 0.626243 0.590201 -4.748669 0.0 0.1 -0.1
H 0.217843 -1.402099 -6.136769 0.0 0.0 -0.1
C -1.799857 -0.988799 -2.734069 0.1 0.1 0.4
C -1.582057 -0.872699 -1.212469 -1.4 -0.6 -0.3
C -2.777657 -0.106899 -0.598269 0.3 -0.2 -0.2
C -1.506657 -2.285099 -0.607969 0.2 0.5 0.0
N -0.423757 -0.120599 -0.953569 -0.1 -0.8 0.7
H -2.783757 -1.400899 -2.946369 -0.1 -0.1 0.0
H -1.040457 -1.635399 -3.160169 0.0 -0.1 -0.1
H -1.709357 -0.004799 -3.190669 -0.1 0.0 -0.1
H -3.702157 -0.662799 -0.730369 -0.2 -0.1 0.0
H -2.867257 0.864301 -1.086169 -0.1 0.0 0.0
H -2.598157 0.046201 0.462331 0.0 0.0 0.1
H -2.454357 -2.798999 -0.750269 -0.1 -0.1 0.0
H -1.287157 -2.229299 0.454131 0.0 0.0 0.2
H -0.717657 -2.851099 -1.094169 0.1 -0.1 -0.1
C -3.278857 -1.399099 3.421031 0.0 0.0 -0.1
C -1.836857 -1.324799 3.070631 0.1 0.0 0.1
C -0.836657 -2.270499 3.099231 -0.2 0.2 0.1
C 0.308643 -1.622899 2.596031 -0.4 0.1 0.0
N 0.029343 -0.369999 2.283331 0.4 0.0 0.0
N -1.262457 -0.203199 2.578331 -0.2 -0.3 0.3
C 1.653043 -2.211599 2.374931 0.0 0.1 0.0
H -3.449857 -2.265999 4.052731 -0.1 0.0 0.0
H -3.888657 -1.492499 2.521131 -0.1 0.0 0.0
H -3.604457 -0.507799 3.956031 0.0 0.0 0.1
H -0.909857 -3.287699 3.430431 -0.1 -0.2 0.1
H -1.693757 0.694201 2.428531 0.1 -0.1 0.0
H 1.635543 -3.275199 2.598431 0.1 -0.1 0.0
H 2.394043 -1.725399 3.006231 0.1 0.0 0.0
H 1.945543 -2.057999 1.338431 0.1 -0.1 -0.1
```
Forces are in eV/Å.

## Properties
ΔE to the lowest compared entry with this formula, charge and spin: 46.1 kJ/mol
multiplicity: 3
charge: 0
Kohn-Sham gap (spin up / spin down): 5.82 / 6.61 eV
electronic energy: -84899.3503 eV